C32H27N2Pt | ωB97M-V with the def2-TZVPD basis set

Computed properties:
Strongest force on any atom   0.25 eV/Å
Spin multiplicity   5
E_HOMO (alpha / beta)   -0.36135 / -0.42839 Eh
Frontier orbital gap (alpha / beta)   0.2440 / 0.2201 Eh
DFT total energy   -1464.01529 a.u.
LUMO level (alpha / beta)   -0.117 / -0.208 Ha
Total charge   +1

```
62
Properties=species:S:1:pos:R:3:nbo_charge:R:1
Pt 0.046 0.148 -0.172 1.035
N -1.877 1.265 -0.294 -0.417
N 3.890 -2.156 5.828 -0.259
C -0.759 1.925 -4.484 -0.223
C -3.929 3.111 -0.755 -0.226
C 2.341 2.374 -3.069 -0.204
C 4.050 0.363 -2.179 -0.201
C -0.901 -2.019 -1.092 -0.329
C 3.392 -1.485 5.040 0.254
C -0.574 2.398 -2.021 -0.334
C -0.865 4.629 -5.088 -0.212
C -3.084 2.818 -1.774 -0.086
C -1.168 -1.607 1.171 -0.301
C -0.942 3.690 -6.105 -0.202
C 3.661 2.344 -3.474 -0.198
C -1.859 -1.709 -0.082 -0.112
C 2.765 -0.660 4.046 -0.168
C -0.890 2.335 -5.800 -0.190
C 0.836 1.656 1.021 -0.549
C 1.820 1.380 -2.202 -0.093
C -3.761 2.485 0.498 -0.183
C 0.330 -2.210 -0.466 -0.215
C 0.482 1.359 -1.726 -0.084
C 0.166 -1.933 0.957 -0.278
C 2.831 0.450 1.917 -0.165
C -2.701 1.575 0.661 0.063
C 1.524 0.909 2.102 -0.087
C 0.860 0.592 3.290 -0.161
C 1.470 -0.184 4.257 -0.174
C 3.449 -0.331 2.877 -0.161
C -0.675 2.863 -3.459 -0.052
C 2.732 0.379 -1.774 -0.229
C -1.979 1.835 -1.617 -0.122
C -0.733 4.215 -3.768 -0.174
C 4.526 1.346 -3.040 -0.190
H -1.108 -2.166 -2.139 0.262
H -3.197 3.285 -2.743 0.240
H 0.933 -2.019 1.712 0.268
H 4.461 -0.685 2.732 0.239
H 4.711 -0.419 -1.828 0.222
H -2.910 -1.533 -0.243 0.243
H 4.025 3.118 -4.136 0.226
H -2.156 0.996 -2.312 0.239
H -2.532 1.104 1.624 0.210
H -0.944 1.600 -6.593 0.225
H -4.409 2.698 1.335 0.235
H -0.903 5.685 -5.320 0.226
H 1.529 2.226 0.405 0.231
H 3.363 0.711 1.009 0.223
H -0.405 3.276 -1.378 0.228
H -0.691 0.867 -4.251 0.214
H 5.557 1.333 -3.365 0.226
H 2.392 -0.406 -1.104 0.192
H -0.144 0.965 3.457 0.207
H -0.665 4.952 -2.975 0.210
H -1.039 4.011 -7.133 0.228
H 1.243 -2.534 -0.940 0.260
H -1.622 -1.389 2.124 0.254
H -4.728 3.825 -0.898 0.242
H 0.958 -0.424 5.179 0.239
H 1.716 3.176 -3.425 0.222
H 0.034 2.298 1.379 0.217
```

---

C32H28BrF4N4PRuS2 | ωB97M-V with the def2-TZVPD basis set

Computed properties:
Strongest force on any atom   0.42 eV/Å
Spin multiplicity   2
E_HOMO (alpha / beta)   -0.39406 / -0.40790 Eh
Frontier orbital gap (alpha / beta)   0.2438 / 0.2306 Eh
DFT total energy   -5661.08622 a.u.
LUMO level (alpha / beta)   -0.150 / -0.177 Ha
Total charge   +1

```
73
Properties=species:S:1:pos:R:3:lowdin_charge:R:1
Ru -0.490 -0.553 -0.386 0.581
Br 0.550 3.344 0.528 0.896
S 0.058 -2.215 1.020 0.740
S 1.555 0.322 -0.009 0.602
P -1.699 0.415 1.310 1.003
F -3.942 3.698 4.417 0.159
F -0.506 5.623 1.920 0.087
F -3.454 1.367 3.364 0.107
F -2.477 5.884 3.700 0.169
N 6.683 -2.733 -1.518 0.199
N 4.795 -6.033 -0.079 0.199
N -0.697 0.553 -2.362 -0.353
N -1.912 -1.970 -1.607 -0.321
C -2.067 -1.407 -2.978 -0.178
C -5.740 -0.420 0.894 -0.052
C 4.280 -5.007 -0.076 -0.163
C -1.971 0.094 -2.971 -0.177
C -1.713 -2.198 4.494 -0.057
C -3.817 1.214 -0.227 -0.128
C -0.711 2.026 -2.341 -0.117
C 3.622 -3.732 -0.083 -0.169
C 1.669 -2.398 0.372 -0.612
C -5.112 1.237 -0.722 -0.063
C -3.253 -2.236 -1.057 -0.069
C -0.960 3.320 1.639 -0.563
C -0.133 -0.445 4.932 -0.047
C -1.231 4.552 2.222 -0.269
C -2.714 2.384 2.912 -0.209
C -2.986 3.602 3.508 -0.127
C -1.213 -3.270 -1.737 -0.109
C -0.476 0.161 3.736 -0.088
C 2.330 -1.247 -0.112 -0.627
C 5.617 -2.684 -1.096 -0.162
C 0.455 0.165 -3.216 -0.077
C -4.444 -0.439 1.387 -0.095
C 4.280 -2.589 -0.583 -0.168
C -6.075 0.403 -0.172 -0.056
C -0.763 -1.621 5.320 -0.053
C -3.459 0.358 0.812 -0.359
C -1.452 -0.404 2.911 -0.426
C -2.244 4.709 3.149 -0.128
C -2.046 -1.603 3.287 -0.147
C -1.723 2.188 1.939 -0.263
C 3.638 -1.365 -0.592 -0.040
C 2.329 -3.628 0.392 -0.036
H 0.374 0.655 -4.190 0.108
H -5.371 1.917 -1.524 0.116
H -2.054 0.478 -3.996 0.140
H -0.503 -2.090 6.260 0.114
H -2.787 0.524 -2.391 0.098
H -6.494 -1.043 1.357 0.117
H -1.736 -3.902 -2.461 0.105
H 1.376 0.476 -2.729 0.057
H -3.020 -1.725 -3.410 0.139
H -3.741 -3.023 -1.640 0.107
H -1.462 2.396 -1.649 0.058
H -2.747 -2.115 2.641 0.090
H -1.295 -1.832 -3.614 0.110
H 0.263 2.384 -2.023 0.032
H -0.188 -3.115 -2.081 0.087
H -1.183 -3.772 -0.775 0.055
H -3.165 -2.563 -0.023 0.087
H 0.622 0.003 5.563 0.115
H 1.825 -4.505 0.775 0.128
H -7.087 0.412 -0.554 0.114
H 0.498 -0.910 -3.367 0.081
H -3.859 -1.335 -1.101 0.071
H -0.920 2.408 -3.345 0.106
H 4.158 -0.494 -0.969 0.127
H -4.229 -1.055 2.247 0.091
H -2.193 -3.124 4.780 0.115
H 0.031 1.073 3.445 0.112
H -3.088 1.903 -0.637 0.085
```

---

C32H28BrN3O3SSiYb | ωB97M-V with the def2-TZVPD basis set

Computed properties:
Strongest force on any atom   1.19 eV/Å
Spin multiplicity   2
E_HOMO   -0.18185 Eh
Frontier orbital gap   0.2789 Eh
DFT total energy   -6046.88086 a.u.
LUMO level   0.097 Ha
Total charge   -1

```
70
Properties=species:S:1:pos:R:3:nbo_charge:R:1
Yb 1.566 0.249 -0.339 1.710
Br 4.048 0.269 -1.964 0.173
S -1.195 0.131 0.163 -0.332
Si -3.456 -1.396 2.188 1.655
O 1.057 1.831 -1.717 -0.790
O -1.668 4.611 -0.090 -0.697
O 3.126 0.279 1.122 -0.825
N 0.614 -1.291 1.395 -0.580
N 1.298 2.278 0.791 -0.365
N 0.403 3.084 0.110 -0.478
C 2.716 -2.368 -5.530 -0.180
C 3.833 -1.594 -5.622 -0.228
C 0.322 -2.848 3.168 -0.322
C 2.169 1.542 2.915 -0.212
C 2.092 1.755 4.295 -0.146
C -4.213 -2.518 3.486 -1.121
C 1.434 -1.476 -2.063 -0.485
C 1.912 -2.364 -4.360 -0.094
C -1.607 -1.708 2.223 -0.484
C 0.321 2.725 -1.155 0.612
C 0.348 -2.322 -2.060 -0.219
C 3.831 -0.159 3.330 -0.256
C -2.685 4.576 -3.557 -0.183
C -0.834 3.084 -3.312 -0.153
C -2.624 4.884 -2.213 -0.292
C -1.791 3.668 -4.122 -0.279
C 1.318 2.368 2.063 0.141
C 0.766 -3.192 -4.271 -0.213
C 3.433 -0.776 -3.414 -0.053
C 1.112 -2.159 2.277 0.081
C 0.011 -3.180 -3.138 -0.212
C -0.709 -1.044 1.346 0.104
C -4.196 -1.854 0.550 -1.125
C 2.239 -1.535 -3.249 -0.023
C 3.042 0.548 2.401 0.392
C 4.212 -0.778 -4.531 -0.269
C 3.736 0.075 4.686 -0.198
C -3.867 0.353 2.650 -1.125
C -1.659 4.294 -1.394 0.354
C -1.053 -2.604 3.124 -0.140
C -0.740 3.386 -1.954 -0.164
C 2.856 1.037 5.192 -0.294
H 5.106 -0.171 -4.578 0.218
H 0.762 -3.539 3.872 0.211
H -3.322 5.575 -1.758 0.213
H -3.844 -2.288 4.490 0.229
H -0.126 2.368 -3.710 0.235
H 0.513 -3.826 -5.114 0.194
H -3.917 -1.144 -0.231 0.264
H -4.013 -3.574 3.282 0.229
H 2.775 1.214 6.256 0.204
H -5.299 -2.382 3.493 0.231
H -0.320 -2.323 -1.204 0.205
H -3.447 5.040 -4.174 0.200
H -0.864 -3.817 -3.066 0.198
H -3.514 1.062 1.899 0.265
H 4.510 -0.904 2.933 0.207
H 4.441 -1.604 -6.519 0.204
H 2.189 -2.287 2.253 0.203
H 2.422 -3.008 -6.355 0.199
H 4.354 -0.500 5.367 0.200
H 0.657 3.088 2.547 0.176
H 1.403 2.512 4.655 0.200
H -1.699 -3.131 3.818 0.201
H -0.984 4.026 0.341 0.508
H -3.838 -2.844 0.251 0.234
H -4.948 0.472 2.773 0.225
H -3.385 0.598 3.601 0.232
H -1.844 3.419 -5.173 0.205
H -5.287 -1.893 0.629 0.223
```

---

C32H28Cl4N5O6S4Y | ωB97M-V with the def2-TZVPD basis set

Computed properties:
Strongest force on any atom   3.77 eV/Å
E_HOMO (alpha / beta)   -0.06114 / -0.04672 Eh
Frontier orbital gap (alpha / beta)   0.1674 / 0.1527 Eh
DFT total energy   -5433.40463 a.u.
LUMO level (alpha / beta)   0.106 / 0.106 Ha
Total charge   -2

```
80
Properties=species:S:1:pos:R:3:lowdin_charge:R:1
Y -0.207 0.754 -0.554 1.322
Cl 2.703 -1.667 -4.162 0.631
Cl 1.301 2.644 -7.145 0.602
Cl -0.729 3.556 -4.795 0.677
Cl 2.627 -0.118 -6.950 0.641
S -2.734 -0.362 -2.940 0.501
S -2.996 1.117 0.668 0.580
S -0.598 3.379 0.863 0.601
S -2.972 -2.713 -4.446 0.470
O -4.227 -2.376 -2.062 -0.276
O 6.110 3.061 2.970 -0.076
O -0.920 -1.340 -0.188 -0.158
O -0.326 1.924 -2.352 -0.290
O 5.255 3.339 5.001 -0.064
O 1.194 -0.173 -2.041 -0.250
N 3.467 -2.668 0.482 -0.092
N 0.542 0.437 1.989 0.036
N 3.832 -1.527 -0.392 -0.048
N 5.166 3.043 3.789 -0.405
N 2.127 1.734 0.126 0.035
C -0.696 -2.600 -0.205 -0.290
C -4.876 -3.668 -2.340 -0.137
C 4.380 3.244 0.935 0.020
C 0.307 1.469 -3.417 -0.408
C 1.635 1.136 2.425 -0.165
C 1.795 -0.177 -4.386 -0.580
C -2.218 3.739 0.533 -0.815
C 3.899 2.606 3.311 -0.144
C 3.983 3.150 -0.392 -0.051
C 1.088 0.592 4.718 -0.040
C -0.183 -0.251 2.890 -0.146
C -1.601 -3.490 0.513 -0.106
C -4.738 3.280 0.556 -0.160
C -3.369 -1.908 -3.080 -1.433
C 1.907 1.263 3.810 -0.164
C 1.817 0.493 -5.601 -0.762
C 2.863 2.423 -0.762 -0.111
C 1.036 1.705 -5.719 -0.711
C -3.321 2.790 0.569 -0.794
C -2.923 -5.276 2.246 -0.087
C 1.125 0.316 -3.245 -0.419
C 0.226 2.132 -4.680 -0.625
C 2.996 2.074 4.225 0.023
C -1.905 -5.736 1.411 -0.097
C 3.643 2.519 1.924 -0.078
C 0.044 -0.189 4.275 -0.066
C 0.446 -3.144 -0.978 0.002
C -3.258 -3.920 2.230 -0.084
C -2.592 5.136 0.071 -0.155
C 2.507 1.809 1.450 -0.148
C -1.227 -4.871 0.591 -0.022
C -2.679 -3.006 1.352 0.022
H -5.617 -3.533 -3.142 0.072
H -3.424 -5.993 2.890 0.097
H 2.579 2.403 -1.787 0.105
H -0.896 -0.941 2.473 0.076
H 5.189 3.920 1.324 0.124
H -4.066 -3.612 2.930 0.112
H -5.023 3.625 -0.463 0.088
H 3.193 2.192 5.276 0.101
H 4.267 -0.797 0.210 0.068
H -1.712 5.792 -0.053 0.061
H -3.100 -2.001 1.244 0.108
H -4.884 4.126 1.244 0.069
H 3.975 -2.579 1.368 0.057
H -0.395 -5.235 -0.009 0.104
H -5.397 2.438 0.782 0.053
H 2.921 -1.158 -0.633 0.010
H 4.562 3.610 -1.187 0.103
H -1.595 -6.786 1.411 0.104
H 1.263 0.657 5.788 0.110
H 0.150 -4.090 -1.470 0.095
H 1.263 -3.402 -0.291 0.080
H -5.388 -3.930 -1.430 0.063
H -3.188 5.095 -0.879 0.088
H -0.603 -0.846 4.943 0.120
H -4.113 -4.381 -2.668 0.041
H -3.321 5.585 0.782 0.067
H 3.859 -3.443 -0.035 0.044
H 0.775 -2.399 -1.709 0.071
```

---

C32H28INO8PPtS2 | ωB97M-V with the def2-TZVPD basis set

Computed properties:
Strongest force on any atom   1.14 eV/Å
Spin multiplicity   3
E_HOMO (alpha / beta)   -0.15296 / -0.22624 Eh
Frontier orbital gap (alpha / beta)   0.2223 / 0.2795 Eh
DFT total energy   -3447.71326 a.u.
LUMO level (alpha / beta)   0.069 / 0.053 Ha
Total charge   -1

```
74
Properties=species:S:1:pos:R:3:lowdin_charge:R:1
Pt 0.222 -0.216 -2.192 0.798
I -0.398 1.815 -3.900 1.371
S 3.347 1.817 1.940 0.612
S 1.195 -0.847 -4.662 0.239
P -1.799 0.048 -1.128 0.932
O 0.874 0.460 -5.337 -0.676
O 2.850 2.560 3.065 -0.305
O 0.572 -2.085 -0.971 -0.192
O 1.831 -1.756 -5.568 -0.295
O 1.790 -3.521 0.224 0.022
O 4.195 2.421 0.957 -0.283
O -0.107 -1.377 -4.082 -0.462
O 2.021 -0.534 -3.435 -0.470
N 2.030 1.222 1.196 -0.116
C -1.905 -1.547 1.220 -0.065
C -1.498 3.134 -2.593 -0.529
C -3.374 3.920 -1.237 -0.166
C -1.942 5.517 -2.336 -0.084
C 1.420 -2.385 -0.046 -0.643
C 2.154 0.096 0.259 -0.207
C 4.205 0.399 2.540 -0.299
C -1.710 -0.292 0.660 -0.345
C -3.043 -3.551 -2.590 -0.063
C -4.863 2.431 -0.053 -0.065
C -1.202 4.441 -2.869 -0.187
C 5.822 -1.330 2.212 -0.028
C -4.191 -3.237 -3.305 -0.087
C 5.230 -0.150 1.785 -0.052
C -4.644 -1.927 -3.341 -0.085
C 1.915 -1.266 0.887 -0.081
C -2.874 1.535 -1.135 -0.300
C 3.785 -0.199 3.722 -0.056
C -2.350 -2.564 -1.907 -0.100
C -1.131 0.579 2.840 -0.093
C -1.702 -1.740 2.582 -0.071
C -2.826 -1.249 -1.906 -0.331
C 5.408 -1.957 3.383 -0.266
C -3.032 5.256 -1.570 -0.053
C -2.557 2.829 -1.674 -0.174
C -1.314 0.769 1.479 -0.107
C -4.528 3.687 -0.455 -0.037
C -3.999 1.367 -0.364 -0.108
C -3.965 -0.935 -2.645 -0.082
C 4.391 -1.371 4.135 -0.037
C -1.318 -0.684 3.393 -0.090
C 6.049 -3.244 3.837 -0.050
H 1.266 1.135 1.854 0.074
H -0.388 4.654 -3.554 0.072
H 6.544 -3.749 3.008 0.076
H 1.418 0.238 -0.545 0.021
H 2.986 0.256 4.295 0.115
H -1.838 -2.727 3.007 0.106
H -5.140 4.538 -0.176 0.111
H -4.320 0.085 -2.692 0.098
H 6.610 -1.779 1.618 0.115
H -1.164 -0.843 4.454 0.100
H 3.127 0.168 -0.226 0.129
H -0.834 1.414 3.466 0.109
H -4.717 -4.008 -3.855 0.099
H -5.757 2.250 0.530 0.104
H 5.305 -3.922 4.256 0.079
H -3.659 6.059 -1.198 0.108
H -5.520 -1.669 -3.923 0.099
H -4.215 0.388 0.047 0.115
H 4.061 -1.853 5.049 0.114
H -1.405 -2.801 -1.427 0.085
H -1.158 1.753 1.046 0.118
H -1.660 6.537 -2.566 0.103
H -2.209 -2.378 0.598 0.100
H -2.659 -4.563 -2.592 0.108
H 5.541 0.339 0.872 0.116
H 1.137 -1.167 1.653 0.112
H 2.813 -1.642 1.375 0.103
H 6.797 -3.052 4.610 0.081
```

---

C32H28IrN4O4P | ωB97M-V with the def2-TZVPD basis set

Computed properties:
Strongest force on any atom   1.81 eV/Å
E_HOMO   -0.28183 Eh
Frontier orbital gap   0.2695 Eh
DFT total energy   -2201.99139 a.u.
LUMO level   -0.012 Ha
Total charge   0

```
70
Properties=species:S:1:pos:R:3:nbo_charge:R:1
Ir 0.224 0.381 0.355 0.762
P -1.487 -0.457 -0.664 1.322
O 6.564 -1.924 2.979 -0.584
O -1.886 -0.314 3.724 -0.611
O -0.559 -0.685 1.979 -0.761
O -1.230 3.900 1.859 -0.648
N -0.061 1.908 1.737 -0.715
N 2.226 0.106 1.641 -0.486
N 6.873 0.213 3.648 -0.812
N 0.234 2.080 -0.902 -0.728
C 1.187 -0.362 -1.332 -0.186
C 1.039 -1.179 -3.687 -0.082
C -1.131 -1.848 -4.546 -0.222
C 2.447 -1.078 -3.805 -0.210
C -1.022 0.073 2.976 0.775
C 6.142 -0.793 3.094 0.648
C 3.080 1.098 1.881 0.057
C -0.004 3.340 -0.139 -0.316
C -3.860 -3.954 1.075 -0.185
C -3.209 1.549 0.181 -0.230
C -4.547 -2.837 0.629 -0.230
C -3.004 1.421 -2.209 -0.240
C -4.310 3.176 -1.205 -0.221
C -3.811 2.550 -2.334 -0.212
C 0.430 -0.807 -2.465 -0.011
C 3.876 -1.456 2.346 -0.202
C 2.612 -1.146 1.878 0.071
C 3.172 -0.641 -2.738 -0.199
C 4.770 -0.424 2.596 -0.088
C 2.550 -0.288 -1.516 -0.292
C -2.469 -1.773 0.070 -0.415
C -0.553 3.068 1.279 0.656
C -2.682 0.920 -0.952 -0.383
C 4.359 0.884 2.361 -0.239
C 0.216 -1.679 -4.722 -0.156
C -3.857 -1.742 0.127 -0.122
C -1.737 -1.508 -3.321 -0.184
C -1.780 -2.896 0.526 -0.140
C -4.011 2.667 0.056 -0.126
C -0.329 1.428 3.079 -0.350
C -2.472 -3.984 1.025 -0.198
C -0.974 -0.949 -2.329 -0.399
H 0.954 3.840 0.002 0.214
H 1.067 2.125 -1.482 0.408
H -2.799 -1.669 -3.174 0.223
H -2.629 0.939 -3.103 0.227
H -1.930 -4.850 1.384 0.216
H -4.405 -0.874 -0.213 0.215
H 0.633 1.225 3.563 0.202
H 7.752 -0.048 4.063 0.410
H -0.696 -2.906 0.499 0.224
H 6.435 1.056 3.971 0.394
H 3.188 0.056 -0.709 0.203
H -4.048 2.931 -3.319 0.217
H -2.976 1.168 1.171 0.238
H -0.666 4.004 -0.691 0.220
H 2.701 2.097 1.690 0.213
H -1.735 -2.258 -5.345 0.218
H -5.628 -2.810 0.673 0.216
H -0.553 1.933 -1.528 0.410
H 1.867 -1.908 1.690 0.229
H -4.406 -4.801 1.470 0.215
H 0.680 -1.965 -5.659 0.212
H -0.880 2.152 3.675 0.237
H 4.173 -2.480 2.518 0.253
H 5.012 1.732 2.515 0.220
H 4.251 -0.575 -2.811 0.212
H 2.927 -1.369 -4.731 0.210
H -4.384 3.158 0.944 0.221
H -4.923 4.063 -1.298 0.218
```